(1)
# C29H39FeN3OP2

A structure of composition C29H39FeN3OP2 (ωB97M-V/def2-TZVPD, the Open Molecules 2025 dataset).

```
75
Properties=species:S:1:pos:R:3:forces:R:3
C -1.5416 2.8556 -4.7502 -0.3174 -0.2805 0.5930
C -1.1698 1.5970 -4.2885 1.3678 -0.3173 -1.1035
C 0.2205 1.1782 -4.4789 -0.0011 0.3167 0.2863
C 1.2594 2.1988 -4.5620 -0.9056 -1.2723 0.1132
C 0.7865 3.5224 -4.6002 0.0797 0.5123 0.1045
C -0.5557 3.8227 -4.8430 0.1017 1.7176 -0.3739
C 2.6245 1.7452 -4.5013 -1.6455 -0.6642 1.0600
C 2.9076 0.3862 -4.1958 -0.8937 -1.2242 0.2006
C 1.7918 -0.5597 -4.1177 -0.4410 0.6873 -0.3096
C 2.0114 -1.9144 -3.6419 -0.0028 0.8566 -0.7624
C 3.2879 -2.4356 -3.7277 1.5771 0.6944 0.3811
C 4.4049 -1.5503 -3.8044 -1.5850 0.1532 -0.0433
C 4.1674 -0.1601 -3.8835 0.8951 -0.7089 0.4006
H -2.6075 3.0732 -4.9328 0.6026 0.1182 0.3649
H 1.4840 4.3215 -4.3625 0.0033 0.0689 -0.5610
H -0.8923 4.8814 -5.0425 0.6735 -1.2398 0.2408
H 3.3412 2.4620 -4.2143 1.0976 0.8527 -0.3648
H 3.4390 -3.5135 -3.6573 0.1001 0.2040 0.1959
H 5.3934 -1.9820 -3.7347 0.1001 0.2750 0.0039
H 4.9798 0.5117 -3.6132 0.0812 -0.0107 -0.5905
N 0.5399 -0.1447 -4.4571 -0.6686 -0.6287 2.0566
Fe -0.1543 -0.0806 0.2433 -0.5737 -1.6244 -1.0822
C -2.1470 0.7624 -3.5346 0.8589 -0.7381 -0.4723
H -2.1026 -0.2851 -3.8624 0.0495 0.0341 0.4088
H -3.1815 1.1158 -3.6857 0.3074 0.0364 0.5043
C 0.9327 -2.7778 -3.0265 -0.4796 0.7215 -1.0355
H -0.0296 -2.6252 -3.5375 0.0448 0.0116 0.3439
H 1.1887 -3.8472 -3.0695 -0.0173 0.2393 0.1659
P -1.6826 0.8965 -1.6947 -1.1313 0.0482 -1.5792
P 0.8162 -2.3282 -1.2729 0.1054 0.4949 -0.5026
C 2.0933 -3.1460 -0.3361 -0.0107 0.1477 0.0838
H 1.9333 -2.8857 0.7118 0.1186 -0.2246 0.0667
H 1.9794 -4.2267 -0.5018 0.1342 0.2757 0.1488
H 3.0791 -2.7993 -0.6544 -0.0902 -0.1198 -0.0824
C -0.7620 -2.7222 -0.5227 -0.0336 -0.0693 0.1883
H -0.8004 -3.8187 -0.5306 -0.3508 0.1483 0.2498
H -0.7948 -2.3423 0.5233 -0.1176 -0.4415 -0.2657
H -1.5816 -2.2998 -1.1137 0.2600 -0.3380 0.1330
C -2.1994 2.5801 -1.2728 0.5520 0.1505 0.3052
H -3.2586 2.7282 -1.5003 0.1321 -0.1887 -0.0918
H -2.0411 2.7223 -0.2020 -0.0264 0.1146 0.0026
H -1.6067 3.3171 -1.8256 -0.0433 -0.1760 0.0403
C -2.9649 -0.1338 -0.9605 0.0173 -0.2932 0.8396
H -2.6896 -0.3498 0.0875 -0.4924 -0.1043 -0.1295
H -3.9154 0.4045 -0.9784 0.0242 -0.1356 0.0596
H -3.0535 -1.0672 -1.5245 -0.1025 0.2139 0.1449
H -0.0995 0.7663 -0.9775 -0.0732 1.0893 -1.4542
H 0.9916 -0.8954 -1.0591 0.2518 -0.6116 -0.6383
C -2.1898 -2.6375 6.0294 -0.1436 -0.2603 0.1012
C -0.9299 -1.8644 6.3421 0.2318 -0.2436 -0.1414
N -0.7877 -0.6474 5.5513 0.3608 0.6793 -0.9335
C -0.1996 0.5329 6.2499 -1.0549 0.2645 -0.4770
C 1.2081 0.8979 5.8423 0.2014 -0.1799 0.0146
C -0.7713 -0.7832 4.1839 0.1063 -1.7639 0.5997
O -0.8188 -1.9118 3.6419 0.1168 1.5925 0.3661
C -0.6555 0.4225 3.3116 0.0477 -0.4673 0.0923
C -1.3401 1.5973 3.5107 -0.1203 -0.5133 0.5936
C -0.9415 2.7342 2.7989 1.4158 0.3946 -1.8402
C -0.0289 2.6106 1.7335 -1.7959 -0.2853 0.9966
N 0.2806 1.3655 1.2664 1.5643 0.9871 1.8417
C 0.1999 0.2934 2.2127 0.0725 0.2663 0.0373
H -3.0702 -2.0028 6.1434 -0.0196 -0.0604 -0.0435
H -2.2687 -3.4721 6.7282 -0.0803 0.0424 0.0038
H -2.1387 -3.0419 5.0192 -0.1897 0.0740 0.1861
H -0.9139 -1.5570 7.3877 -0.0062 -0.1235 -0.0644
H -0.0627 -2.5033 6.1488 0.0420 -0.0566 0.1477
H -0.8731 1.3950 6.0961 0.3369 -0.3254 0.2175
H -0.2315 0.2821 7.3083 -0.0030 0.1264 -0.0399
H 1.2836 1.1391 4.7809 0.0113 0.0061 0.0705
H 1.5285 1.7720 6.4100 0.0432 -0.0231 -0.0104
H 1.8848 0.0731 6.0671 0.1107 0.0329 -0.0594
H -2.0653 1.6505 4.3150 -0.0033 0.1058 -0.1779
H -1.3419 3.7013 3.0343 0.1059 0.3320 0.2146
H 0.3884 3.4543 1.2048 -0.2027 0.1485 -0.1648
H 1.0340 -0.4581 2.1690 -0.6809 0.4791 0.2249
```
Forces are in eV/Å.

Its spin multiplicity is 6. The total charge is +1. Its lowest unoccupied orbital energy (alpha / beta) is -0.130 / -0.134 hartree. The expectation value of S² is 8.83. The calculation puts the HOMO energy (alpha / beta) at -7.372 / -9.157 eV.



(2)
# C3H10PS3

The ion C3H10PS3 with charge +1 (ωB97M-V/def2-TZVPD, the Open Molecules 2025 dataset).

```
17
Properties=species:S:1:pos:R:3:forces:R:3
C -1.7501 0.9825 0.3477 -1.9023 0.7992 0.3365
C -1.6191 -0.5070 0.2446 0.7828 -1.1116 -0.4749
C -0.2812 -0.8713 0.8101 3.3563 0.3730 1.4258
P 1.4576 0.0159 -0.3646 -1.4695 -2.2574 0.7227
S 2.1331 1.7947 0.4380 -0.7729 -0.1295 -0.1391
S 1.1081 0.2557 -2.4368 0.1735 0.4768 0.6118
S 2.8130 -1.5983 -0.0343 0.2477 1.2823 -0.8735
H -2.2325 1.1972 1.3359 0.6113 0.2445 -0.8215
H -2.4389 1.3234 -0.4332 0.0936 0.2020 0.2661
H -0.8397 1.5652 0.2446 0.0307 -0.1584 -0.0691
H -2.4322 -0.9585 0.8298 0.4165 -0.1988 0.0927
H -1.7413 -0.9260 -0.7546 0.0365 0.2462 -0.1698
H 0.2563 -1.8920 0.9335 -1.6640 1.4210 -0.5385
H -0.1330 -0.2922 1.7920 0.0862 -0.8711 -1.3676
H 0.8188 2.0822 0.7056 0.8057 0.1745 0.0305
H 1.0667 -1.0418 -2.7746 0.0011 -0.1826 0.2951
H 3.8144 -1.1295 -0.8837 -0.8332 -0.3103 0.6728
```
Forces are in eV/Å.

The total charge is +1. Its lowest unoccupied orbital energy is -0.165 hartree. The relative energy (zero: lowest compared OMol25 entry of this formula, charge and spin) comes out at 1.5 kcal per mole. The calculation puts the HOMO energy at -14.045 eV.



(3)
# C38H26AgBrN7

A structure of composition C38H26AgBrN7 (ωB97M-V/def2-TZVPD, the Open Molecules 2025 dataset).

```
73
Properties=species:S:1:pos:R:3:forces:R:3
Ag -0.0914 -0.3255 -0.6480 -0.0066 -0.1010 -0.0839
C -2.7194 -2.7002 2.1023 0.0843 -0.0431 0.0710
C -1.9693 -2.9759 3.2431 0.0281 0.0016 -0.0701
C -0.5940 -2.9522 3.1584 -0.0688 -0.0395 0.1769
C 0.0179 -2.6263 1.9387 0.1664 0.0665 0.0558
N -0.7026 -2.3682 0.8536 0.0402 -0.1079 -0.1481
C -2.0308 -2.4070 0.9405 -0.1080 0.0293 -0.0431
N 1.4044 -2.6376 1.9250 -0.1482 -0.1887 0.1040
C 2.1777 -1.8839 1.2227 0.0566 0.1664 -0.0705
N 1.9434 -0.8342 0.3689 0.1499 0.0561 0.0677
C 3.1653 -0.2761 0.0491 -0.1563 -0.1788 0.0671
N 3.4972 0.7637 -0.6268 -0.0161 0.2800 -0.2779
C 2.6455 1.5546 -1.3937 0.1420 -0.0838 0.2153
C 2.9065 2.9310 -1.4309 0.0311 0.1793 -0.0221
C 2.1233 3.7460 -2.2201 -0.0144 -0.1030 -0.0124
C 1.1053 3.1731 -2.9808 0.0800 0.0416 0.0896
C 0.9324 1.8052 -2.8894 -0.0732 0.0485 -0.0790
N 1.6774 1.0131 -2.1228 0.0310 -0.2249 -0.1204
C 4.2608 -1.0572 0.7004 -0.0499 0.1088 -0.0797
C 5.6335 -0.9098 0.6843 0.0681 0.0171 -0.0143
C 6.3867 -1.8243 1.4143 -0.0490 0.0106 -0.0136
C 5.7682 -2.8449 2.1374 -0.0646 0.0216 -0.0149
C 4.3821 -2.9732 2.1474 0.0509 -0.0643 0.0418
C 3.6521 -2.0620 1.4107 -0.1653 -0.0533 0.0273
H -3.8001 -2.6947 2.1167 -0.0173 0.0006 -0.0066
H -2.4571 -3.2072 4.1829 0.0045 -0.0038 0.0156
H 0.0395 -3.1672 4.0088 -0.0176 -0.0004 0.0036
H -2.5615 -2.1548 0.0281 -0.0030 -0.0032 -0.0010
H 3.7129 3.3201 -0.8240 -0.0094 0.0212 -0.0036
H 2.2960 4.8153 -2.2447 0.0073 0.0103 0.0117
H 0.4556 3.7694 -3.6066 -0.0045 0.0039 -0.0123
H 0.1331 1.3082 -3.4297 -0.0055 -0.0054 -0.0112
H 6.0908 -0.1080 0.1191 0.0075 0.0045 0.0029
H 7.4668 -1.7469 1.4261 0.0171 0.0092 -0.0059
H 6.3791 -3.5412 2.6987 0.0000 -0.0160 0.0064
H 3.8794 -3.7521 2.7062 0.0057 -0.0008 0.0049
C -3.6803 -1.0183 -3.2867 0.0595 0.0427 0.0551
C -4.3577 0.1949 -3.2812 0.0434 -0.0367 0.0094
C -3.8263 1.2546 -2.5657 -0.0061 0.0004 0.0022
C -2.6267 1.1183 -1.8542 -0.0121 0.0161 -0.0046
C -1.9142 -0.1001 -1.8341 0.0547 -0.0186 0.0654
C -2.4916 -1.1447 -2.5752 -0.0807 0.0645 -0.0427
C -2.0972 2.2965 -1.0914 -0.0841 -0.0753 -0.0971
C -2.7514 3.5682 -1.1079 -0.0770 0.0161 -0.0356
C -2.2518 4.6049 -0.3881 0.0363 0.0549 0.0109
C -1.0704 4.4328 0.3726 -0.0126 -0.0302 0.0114
C -0.4737 5.4537 1.1488 -0.0182 -0.0186 -0.0302
C 0.6739 5.2053 1.8468 0.0550 -0.0636 -0.0139
C 1.2788 3.9274 1.7871 -0.0261 0.0682 0.0195
C 0.7239 2.9293 1.0397 -0.0772 -0.0377 0.0472
C -0.4772 3.1546 0.3227 0.0048 0.0797 -0.0581
N -1.0019 2.1330 -0.3989 0.1710 0.0876 0.2236
H -4.0790 -1.8611 -3.8421 -0.0074 -0.0128 -0.0073
H -5.2874 0.3159 -3.8243 -0.0125 -0.0008 -0.0074
H -4.3742 2.1889 -2.5707 -0.0050 -0.0131 -0.0042
H -1.9906 -2.1085 -2.5970 0.0075 -0.0156 -0.0090
H -3.6475 3.7171 -1.6911 0.0152 -0.0061 0.0113
H -2.7448 5.5715 -0.3953 -0.0042 0.0000 0.0082
H -0.9384 6.4331 1.1787 -0.0177 0.0027 -0.0013
H 1.1297 5.9885 2.4397 0.0061 0.0001 0.0152
H 2.1958 3.7444 2.3336 0.0150 0.0000 -0.0001
H 1.1707 1.9463 0.9680 0.0023 -0.0534 0.0243
Br -3.3124 0.8414 2.0779 0.0082 0.0587 -0.0416
C -1.7975 0.5529 3.1907 0.0484 -0.0194 0.0046
C -1.9925 0.4918 4.5657 -0.0482 -0.0102 0.0021
C -0.8747 0.3048 5.3562 0.0022 0.0019 0.0233
C 0.3689 0.1937 4.7520 0.0147 -0.0133 -0.0256
C 0.4357 0.2681 3.3719 0.0087 -0.0020 -0.0312
N -0.6355 0.4397 2.5960 -0.1150 0.1139 0.0577
H -2.9829 0.5904 4.9850 -0.0041 -0.0024 -0.0057
H -0.9736 0.2496 6.4333 -0.0065 -0.0023 -0.0001
H 1.2681 0.0456 5.3337 0.0152 -0.0010 -0.0061
H 1.3802 0.1852 2.8489 0.0536 -0.0336 -0.0403
```
Forces are in eV/Å.

The total charge is -1. Its lowest unoccupied orbital energy is 0.094 hartree. The relative energy (zero: lowest compared OMol25 entry of this formula, charge and spin) comes out at 9.0 kcal per mole. The calculation puts the HOMO energy at -3.644 eV.



(4)
# C6H11Cl2

A cluster of 2 separate species, C6H11Cl2 in total (ωB97M-V/def2-TZVPD, the Open Molecules 2025 dataset).

```
19
Properties=species:S:1:pos:R:3:forces:R:3
Cl -0.6416 1.7902 1.6526 0.3913 -0.0181 0.0006
Cl 1.2755 1.2486 1.4165 -0.3627 0.0837 0.0354
C -0.8556 -2.8126 -0.3154 -0.1123 -2.6687 0.1556
C -2.1123 -2.5878 0.4538 -0.2678 1.1456 0.3372
C -2.4875 -1.1297 0.0277 -0.5718 0.0486 0.0163
C -4.0370 -0.9841 0.0964 0.3112 -0.0454 0.0665
C -4.6179 -2.4172 0.2715 0.6032 -0.1909 0.4445
C -3.4092 -3.4142 0.1434 0.0225 0.3590 -0.6514
H -0.9714 -3.0903 -1.3702 -0.0233 0.6421 0.1071
H -0.0971 -3.4571 0.1453 0.1202 0.5883 0.0198
H -1.9088 -2.6423 1.5418 -0.0972 0.1368 -0.4710
H -1.9248 -0.3626 0.5904 -0.4060 -0.4703 -0.1789
H -2.1669 -1.0269 -1.0178 -0.1094 0.0726 0.1570
H -4.3182 -0.3483 0.9446 -0.0504 -0.1061 -0.2069
H -4.4067 -0.5019 -0.8220 0.0470 -0.1450 0.3648
H -5.0673 -2.5174 1.2761 0.1311 0.0363 -0.4394
H -5.3989 -2.6393 -0.4647 0.1712 -0.0033 0.1851
H -3.3450 -3.7603 -0.8971 -0.0189 0.0751 0.0857
H -3.5455 -4.3260 0.7472 0.2221 0.4598 -0.0282
```
Forces are in eV/Å.

Its spin multiplicity is 2. The total charge is 0. Its lowest unoccupied orbital energy (alpha / beta) is -0.040 / -0.040 hartree. The relative energy (zero: lowest compared OMol25 entry of this formula, charge and spin) comes out at 33.5 kcal per mole. The expectation value of S² is 0.75. The calculation puts the HOMO energy (alpha / beta) at -8.312 / -10.891 eV.



Number 1: F_max 2.6 eV/A, E -90174.93660 eV. Number 2: F_max 3.7 eV/A, E -45060.47198 eV. Number 3: F_max 0.4 eV/A, E -124303.15366 eV. Number 4: F_max 2.7 eV/A, E -31442.19901 eV.